Record 1
5 unconnected molecules or ions with the total composition C2H12O4 in a non-equilibrium geometry, computed with ωB97M-V with the def2-TZVPD basis set.

Values from the calculation:
Calculated total energy: -10455.9696 eV
Frontier orbital gap: 10.5 eV
SMILES string: C=C.O.O.O.O
F_max: 4.44 eV/Å
HOMO energy: -10.17 eV
Spin multiplicity: 1

Last columns: bonded neighbours and bond lengths (Å).
CARTESIAN COORDINATES (ANGSTROEM)
1 O 2.126 1.732 2.236  H12 0.942, H16 0.946
2 O -1.460 -1.566 1.867  H8 0.905, H14 1.012
3 O -2.291 2.081 -0.098  H11 1.013, H13 0.976
4 O 1.623 -1.242 4.834  H15 0.943, H17 0.959
5 C -0.156 0.455 -4.419  C6 1.359, H9 1.043, H10 1.091
6 C 0.213 -0.832 -4.650  C5 1.359, H7 1.065, H18 1.086
7 H 0.940 -0.960 -5.417  C6 1.065
8 H -1.743 -2.059 2.571  O2 0.905
9 H 0.528 1.172 -4.742  C5 1.043
10 H -0.724 0.541 -3.490  C5 1.091
11 H -1.557 1.395 -0.222  O3 1.013
12 H 2.256 0.891 2.641  O1 0.942
13 H -2.699 1.680 -0.888  O3 0.976
14 H -1.840 -0.752 2.333  O2 1.012
15 H 0.867 -1.785 4.685  O4 0.943
16 H 1.912 2.565 2.630  O1 0.946
17 H 2.425 -1.647 4.498  O4 0.959
18 H -0.420 -1.668 -4.368  C6 1.086

Partial atomic charges computed with the Mulliken method, in multiples of e: number 1, O, carries -0.647; number 2, O, carries -0.604; number 3, O, carries -0.630; number 4, O, carries -0.632; number 5, C, carries -0.477; number 6, C, carries -0.490; number 7, H, carries 0.251; number 8, H, carries 0.275; number 9, H, carries 0.276; number 10, H, carries 0.179; number 11, H, carries 0.315; number 12, H, carries 0.332; number 13, H, carries 0.315; number 14, H, carries 0.328; number 15, H, carries 0.313; number 16, H, carries 0.316; number 17, H, carries 0.321; number 18, H, carries 0.260

---

Record 2
4 unconnected molecules or ions with the total composition C2H12O4 in a non-equilibrium geometry, computed with ωB97M-V with the def2-TZVPD basis set.

Values from the calculation:
Calculated total energy: -10446.5551 eV
⟨S²⟩: 0.75
Frontier orbital gap (alpha / beta): 10.4 / 3.9 eV
Charge: +1
F_max: 6.05 eV/Å
HOMO energy (alpha / beta): -14.35 / -14.35 eV
Spin multiplicity: 2

Last columns: bonded neighbours and bond lengths (Å).
CARTESIAN COORDINATES (ANGSTROEM)
1 O -0.328 -1.693 -1.812  H14 0.940, H18 1.014
2 O 0.424 0.210 1.062  C5 1.383, H7 0.993
3 O -2.026 1.827 1.356  H9 1.008, H13 1.026
4 O -2.664 -2.952 0.293  H11 0.915, H15 0.972
5 C 1.256 1.097 0.404  O2 1.383, C6 1.473, H10 1.203, H16 1.121
6 C 2.722 0.955 0.431  C5 1.473, H8 1.165, H12 1.188, H17 1.032
7 H -0.034 -0.383 0.410  O2 0.993
8 H 3.266 1.436 -0.481  C6 1.165
9 H -2.625 2.592 1.086  O3 1.008
10 H 1.024 1.185 -0.773  C5 1.203
11 H -1.876 -2.839 -0.158  O4 0.915
12 H 3.201 1.360 1.439  C6 1.188
13 H -1.498 1.726 0.482  O3 1.026
14 H -0.851 -0.933 -1.995  O1 0.940
15 H -3.224 -3.166 -0.472  O4 0.972
16 H 0.928 2.127 0.701  C5 1.121
17 H 2.877 -0.065 0.425  C6 1.032
18 H -0.570 -2.485 -2.397  O1 1.014

Partial atomic charges computed with the Mulliken method, in multiples of e: number 1, O, carries -0.652; number 2, O, carries -0.084; number 3, O, carries -0.593; number 4, O, carries -0.607; number 5, C, carries -0.012; number 6, C, carries -1.081; number 7, H, carries 0.390; number 8, H, carries 0.344; number 9, H, carries 0.351; number 10, H, carries 0.317; number 11, H, carries 0.303; number 12, H, carries 0.312; number 13, H, carries 0.268; number 14, H, carries 0.332; number 15, H, carries 0.322; number 16, H, carries 0.393; number 17, H, carries 0.376; number 18, H, carries 0.323

---

Record 3
5 unconnected molecules or ions with the total composition C2H12O5 in a non-equilibrium geometry, computed with ωB97M-V with the def2-TZVPD basis set.

Values from the calculation:
Calculated total energy: -12504.9185 eV
Frontier orbital gap: 9.0 eV
SMILES string: C=CO.O.O.O.O
F_max: 2.37 eV/Å
HOMO energy: -8.49 eV
Spin multiplicity: 1

Last columns: bonded neighbours and bond lengths (Å).
CARTESIAN COORDINATES (ANGSTROEM)
1 O 1.115 -1.521 0.232  H9 0.971, H15 0.945
2 O -0.590 0.013 -2.398  H8 0.958, H13 0.961
3 O 0.723 -2.735 -2.286  H11 0.950, H16 0.960
4 O -0.479 1.134 0.358  C7 1.365, H18 0.975
5 O 2.598 1.587 1.175  H14 0.971, H17 0.960
6 C -2.479 1.705 1.334  C7 1.353, H10 1.080, H12 1.080
7 C -1.294 1.063 1.450  O4 1.365, C6 1.353, H19 1.084
8 H -1.481 0.079 -2.051  O2 0.958
9 H 1.335 -2.118 -0.502  O1 0.971
10 H -2.981 2.019 2.237  C6 1.080
11 H 0.507 -3.643 -2.468  O3 0.950
12 H -2.769 2.021 0.343  C6 1.080
13 H -0.117 -0.200 -1.589  O2 0.961
14 H 2.311 1.281 2.051  O5 0.971
15 H 1.701 -1.796 0.920  O1 0.945
16 H 0.044 -2.127 -2.590  O3 0.960
17 H 2.788 2.525 1.257  O5 0.960
18 H 0.246 0.484 0.394  O4 0.975
19 H -1.177 0.229 2.133  C7 1.084

Partial atomic charges computed with the Mulliken method, in multiples of e: number 1, O, carries -0.573; number 2, O, carries -0.653; number 3, O, carries -0.665; number 4, O, carries -0.402; number 5, O, carries -0.617; number 6, C, carries -0.704; number 7, C, carries 0.058; number 8, H, carries 0.314; number 9, H, carries 0.326; number 10, H, carries 0.261; number 11, H, carries 0.304; number 12, H, carries 0.239; number 13, H, carries 0.320; number 14, H, carries 0.312; number 15, H, carries 0.272; number 16, H, carries 0.355; number 17, H, carries 0.305; number 18, H, carries 0.244; number 19, H, carries 0.301